{"formula": "C27H31ClN4O8Ti", "method": "ωB97M-V/def2-TZVPD", "lumo_energy_ha": [0.0647, 0.0643], "multiplicity": 2, "charge": -1, "homo_lumo_gap_ev": [3.257, 4.759], "s2": 0.782, "species": ["Ti", "Cl", "N", "N", "C", "C", "C", "C", "C", "C", "H", "H", "H", "H", "H", "H", "C", "C", "C", "C", "H", "H", "H", "H", "H", "H", "O", "H", "H", "O", "H", "H", "C", "C", "C", "H", "H", "C", "C", "H", "C", "C", "C", "C", "H", "C", "H", "H", "H", "H", "H", "H", "H", "H", "O", "C", "O", "C", "C", "C", "C", "C", "C", "N", "O", "O", "N", "O", "O", "H", "H", "H"], "coordinates": [[0.44164, 0.93916, -0.17863], [2.48882, 0.40572, -0.19099], [0.08255, 0.50253, -2.21837], [0.13461, 1.57401, 1.78459], [0.82487, 1.00637, -3.17976], [0.67627, 2.63735, 2.33555], [-0.57401, -0.72469, -2.72442], [0.22191, -1.01921, -3.97735], [-2.02492, -0.38985, -2.99910], [-0.48573, -1.85047, -1.74591], [-2.10571, 0.64022, -3.37739], [-2.62943, -0.48439, -2.08524], [-2.40350, -1.08624, -3.75909], [0.53697, -2.22056, -1.69669], [-1.15154, -2.68692, -1.96459], [-0.84416, -1.50845, -0.76805], [-0.29824, 0.63142, 2.86101], [-0.34345, 1.55808, 4.05415], [0.74527, -0.44235, 3.09932], [-1.65921, 0.04778, 2.50584], [-2.36073, 0.85751, 2.25190], [-2.02928, -0.51038, 3.37933], [-1.57261, -0.64810, 1.65958], [1.74846, -0.02849, 3.25721], [0.83716, -1.07217, 2.22757], [0.42671, -1.12347, 3.90085], [0.51265, 2.72957, 3.64387], [0.08944, 1.15754, 4.96714], [-1.33873, 1.96540, 4.22543], [0.87275, 0.28321, -4.28934], [-0.38285, -1.30514, -4.83249], [1.03803, -1.73099, -3.81243], [1.62021, 2.26463, -3.11924], [1.39599, 3.73980, 1.64026], [0.87747, 3.89499, 0.24017], [2.46228, 3.44726, 1.63335], [1.26364, 4.64602, 2.25019], [1.47290, 3.11940, -0.77565], [0.99798, 3.17858, -2.10294], [2.40980, 2.56230, -0.56012], [-0.03878, 4.06433, -2.42280], [-0.60255, 4.84029, -1.40946], [-0.63898, 4.08258, -3.80481], [-0.16196, 4.77434, -0.08861], [-1.43860, 5.50060, -1.65217], [-0.89667, 5.53065, 0.98854], [-1.63033, 6.20785, 0.52969], [-0.21791, 6.12932, 1.61574], [-1.44778, 4.83524, 1.64652], [0.12635, 4.20921, -4.58621], [-1.35957, 4.90856, -3.88494], [-1.18548, 3.14387, -4.00941], [1.63710, 2.69151, -4.13508], [2.64631, 1.98125, -2.81807], [2.01251, -2.27077, -0.07924], [0.97488, -2.17626, 0.49229], [0.18169, -1.06920, 0.48812], [0.38050, -3.50330, 0.91824], [0.88876, -4.59507, 0.15032], [0.61190, -5.93134, 0.49066], [-0.16782, -6.22009, 1.63096], [-0.65023, -5.13818, 2.39106], [-0.38449, -3.78719, 2.06695], [-1.41781, -5.45959, 3.63365], [-1.57615, -6.67429, 3.85418], [-1.82648, -4.47628, 4.28662], [1.14223, -7.03689, -0.36136], [1.81841, -6.67744, -1.34562], [0.85067, -8.19159, 0.00951], [1.51903, -4.42623, -0.72714], [-0.37108, -7.25110, 1.89966], [-0.75193, -2.97177, 2.67271]]}

***

{"formula": "C2H9N4", "method": "ωB97M-V/def2-TZVPD", "lumo_energy_ha": -0.1395, "charge": 1, "de_lowest_kj_mol": 77.0, "homo_lumo_gap_ev": 9.198, "species": ["N", "C", "N", "H", "H", "H", "H", "N", "C", "N", "H", "H", "H", "H", "H"], "coordinates": [[1.17467, -0.87362, 0.18924], [1.93472, -1.63197, 1.11635], [2.43106, -1.07695, 2.12417], [1.49449, -1.01949, -0.76116], [1.36554, 0.09845, 0.42480], [2.00133, -2.69496, 0.88630], [2.88181, -1.75838, 2.72945], [-0.92942, 1.43359, -1.70825], [-1.78965, 1.51686, -0.72174], [-2.23932, 0.50125, -0.04804], [-0.68346, 0.54109, -2.11028], [-0.61841, 2.26923, -2.17979], [-2.11839, 2.49184, -0.38600], [-2.89740, 0.66460, 0.70008], [-2.00757, -0.46152, -0.25513]]}

***

{"formula": "C10H18ClNP", "method": "ωB97M-V/def2-TZVPD", "lumo_energy_ha": [-0.1236, -0.1603], "charge": 1, "de_lowest_kj_mol": 284.1, "homo_lumo_gap_ev": [7.634, 7.255], "species": ["C", "C", "C", "C", "C", "C", "C", "C", "C", "C", "N", "P", "Cl", "H", "H", "H", "H", "H", "H", "H", "H", "H", "H", "H", "H", "H", "H", "H", "H", "H", "H"], "coordinates": [[-0.19972, -2.52592, -2.31263], [-1.43171, -2.02201, -1.73835], [0.87111, -1.86423, -1.80286], [-1.16988, -1.15325, -0.72183], [0.34605, -0.98945, -0.72512], [2.41347, 0.45703, -0.89219], [0.80207, 1.09132, 1.65460], [0.28728, 2.69684, -0.08814], [-1.99352, -0.73321, 3.00542], [0.88538, 0.42196, -0.85236], [0.33702, 1.25638, 0.23615], [-2.46356, -0.11784, 0.21553], [-4.19489, -0.86129, -0.32040], [-0.16998, -3.20166, -3.19159], [-2.47147, -2.46222, -1.90865], [1.87232, -2.06255, -2.08768], [0.50968, -1.18041, 0.32814], [2.80603, 1.38633, -0.77866], [2.73570, 0.03888, -1.88652], [2.83682, -0.33769, -0.15122], [0.04244, 1.65803, 2.22539], [0.64481, 0.13880, 2.18014], [1.74722, 1.41633, 2.07810], [-0.72198, 3.12963, 0.17082], [1.09598, 3.29837, 0.45201], [0.52631, 2.79537, -1.12279], [-2.84042, -1.15048, 3.55029], [-1.76260, 0.29051, 3.35286], [-1.19075, -1.33109, 2.59425], [0.51828, 0.84225, -1.82006], [-0.66747, 1.07525, 0.35738]]}

***

| no. | maximum force (eV/Å) |
| --- | --- |
| 1 | 4.2 |
| 2 | 0.6 |
| 3 | 5.0 |